The following is a DFT calculation (ωB97M-V/def2-TZVPD) of the molecule C3H3NO2 at a distorted geometry.

Calculated values
E_LUMO   0.07 eV
HOMO-LUMO gap   11.01 eV

Geometry (Å):
C 0.292 0.208 0.057
C -0.935 -0.646 -0.043
O 0.053 1.405 -0.591
H -0.970 -1.655 0.388
O -1.942 -0.018 -0.285
H -0.956 1.433 -0.553
N 2.761 -0.669 -0.057
C 1.664 -0.297 -0.084
H 0.032 0.239 1.168



The following is a DFT calculation (ωB97M-V/def2-TZVPD) of a cluster of 3 separate species, C3H3NO2 in total at a distorted geometry.

Calculated values
E_LUMO   -0.07 eV
HOMO-LUMO gap   11.18 eV

Geometry (Å):
N 2.434 -1.377 1.356
C -1.817 0.045 0.181
C 1.558 1.072 -1.290
H 0.568 -0.771 0.307
O -0.918 0.515 -0.471
C 1.457 -1.087 0.818
O 1.207 1.976 -1.881
H -1.668 -0.277 1.229
H -2.820 -0.097 -0.250



The following is a DFT calculation (ωB97M-V/def2-TZVPD) of a structure of composition C3H3NO2 at a distorted geometry.

Calculated values
E_LUMO   0.47 eV
HOMO-LUMO gap   9.36 eV

Geometry (Å):
C -0.370 1.376 -0.029
N -0.496 -0.620 0.425
O -0.585 -1.941 -0.102
C 0.447 0.303 0.038
H -0.895 -2.377 0.676
C -1.495 0.441 0.132
H 1.455 0.215 -0.244
H -0.385 2.544 -0.158
O -2.595 0.377 -0.270



The following is a DFT calculation (ωB97M-V/def2-TZVPD) of the molecule C3H3NO2.

Calculated values
E_LUMO   -0.55 eV
HOMO-LUMO gap   9.07 eV

Geometry (Å):
H -1.254 -1.549 0.405
H 2.468 0.148 -0.249
C -0.492 -0.782 0.319
O 0.681 1.136 -0.211
H -0.995 0.068 -0.972
C 1.392 0.091 -0.092
O -1.693 1.419 0.514
C -0.888 0.608 0.134
N 0.796 -1.076 0.160



The following is a DFT calculation (ωB97M-V/def2-TZVPD) of the molecule C3H3NO2 at a distorted geometry.

Calculated values
E_LUMO   0.40 eV
HOMO-LUMO gap   11.32 eV

Geometry (Å):
N -2.607 -0.449 -0.256
C -0.132 0.205 0.346
O 0.043 1.594 0.032
C 1.040 -0.756 -0.183
H 0.847 -1.910 0.063
O 1.972 -0.368 -0.753
H 0.438 1.732 -0.859
C -1.529 -0.257 0.075
H -0.071 0.208 1.535



The following is a DFT calculation (ωB97M-V/def2-TZVPD) of the molecule C3H3NO2 at a distorted geometry.

Calculated values
E_LUMO   0.04 eV
HOMO-LUMO gap   11.77 eV

Geometry (Å):
H -0.476 -1.130 0.487
C 1.595 -0.449 -0.124
C 0.909 0.850 -0.298
O 1.536 1.852 -0.470
N 2.116 -1.476 -0.026
H -1.817 -0.639 -0.574
C -1.137 -0.308 0.208
O -0.415 0.818 -0.293
H -1.697 0.047 1.070



Quick rundown of calculated total energy, same order as above: -8742.771; -8742.519; -8740.652; -8741.789; -8742.833; -8743.559 eV
Quick rundown of relative energy (zero: lowest compared OMol25 entry of this formula, charge and spin), same order as above: 54.4; 60.2; 103.3; 77.1; 53.0; 36.3 kcal/mol